Record 1
# C26H34MgN3O4P2

C26H34MgN3O4P2 as an isolated structure (ωB97M-V/def2-TZVPD, OMol25).

Results
HOMO energy   -10.89 eV
Gap between HOMO and LUMO   8.02 eV
Energy above the lowest of the compared OMol25 structures with the same formula, charge and spin   0.0 kcal/mol
Electronic energy   -2359.15656 hartree

Structure (ORCA input):
```
! wB97M-V def2-TZVPD RIJCOSX def2/J DEFGRID3
* xyz 1 1
Mg -0.0352 -0.0648 0.1234
P -2.4597 0.1744 -0.5550
C -2.2954 0.8250 -2.2775
C -0.8585 1.2482 -2.6733
N 0.2084 0.9654 -1.8818
C 1.4488 1.3605 -2.2697
C 1.6420 2.1004 -3.4420
C 0.5707 2.3789 -4.2858
C -0.6867 1.9310 -3.8885
C 2.6455 1.0410 -1.3767
P 2.4792 -0.4882 -0.3342
H -1.5524 2.0754 -4.5299
H 2.6389 2.4621 -3.6653
H 0.7140 2.9355 -5.2153
H 3.5544 0.9053 -1.9772
H 2.8123 1.8746 -0.6751
H -2.7418 0.1233 -2.9911
H -2.9169 1.7362 -2.3314
H -1.8699 -2.2252 -3.4859
O -1.5916 -3.0170 -3.9767
H -2.0238 -2.8748 -4.8350
H -0.4032 -3.7726 -0.0534
O -0.0714 -2.8562 -0.0502
H -0.0200 -2.6062 -1.0019
C 3.1080 -1.7424 -1.5275
H 3.8596 -1.2876 -2.1912
H 3.5634 -2.5753 -0.9728
H 2.2885 -2.1420 -2.1434
C 3.8851 -0.3991 0.8305
H 3.8981 -1.3240 1.4274
H 4.8631 -0.3058 0.3358
H 3.7551 0.4440 1.5228
C -3.2655 1.6580 0.1597
H -4.1445 1.9341 -0.4395
H -3.5604 1.4536 1.1986
H -2.5549 2.4961 0.1481
C -3.8425 -1.0256 -0.6750
H -3.9944 -1.4605 0.3195
H -4.7773 -0.5595 -1.0053
H -3.5716 -1.8401 -1.3562
O 0.1378 3.3505 1.3772
C 0.0667 2.3897 2.1279
N -0.0951 2.4289 3.5283
C -0.0247 1.1368 4.1597
C -0.0597 0.2399 2.9254
O -0.1974 -0.9937 2.9454
N 0.0511 1.0145 1.8086
C 1.2873 1.0109 4.9255
C 2.2807 0.1036 4.5549
C 3.4888 0.0785 5.2631
C 3.6932 0.9496 6.3333
C 2.6858 1.8476 6.7076
C 1.4788 1.8779 6.0061
C -1.2546 0.8614 4.9986
C -1.1970 0.0660 6.1440
C -2.3709 -0.2146 6.8516
C -3.6024 0.2660 6.4048
C -3.6530 1.0377 5.2368
C -2.4810 1.3389 4.5344
H 0.0778 3.3039 4.0076
H 2.1063 -0.6112 3.7461
H 4.2568 -0.6305 4.9525
H 4.6372 0.9304 6.8781
H 2.8233 2.5342 7.5424
H 0.6765 2.5603 6.3061
H -0.2329 -0.3306 6.4679
H -2.3053 -0.8192 7.7547
H -4.5174 0.0317 6.9561
H -4.6056 1.4117 4.8644
H -2.5237 1.9576 3.6333
*
```

Formally, the natural (NBO) partial charges of the atoms, in units of the elementary charge, are as follows: 1.633, 0.702, -0.751, 0.242, -0.623, 0.254, -0.235, -0.116, -0.242, -0.751, 0.719, 0.233, 0.237, 0.245, 0.247, 0.276, 0.249, 0.263, 0.451, -0.928, 0.479, 0.506, -0.955, 0.466, -0.927, 0.237, 0.257, 0.237, -0.934, 0.259, 0.246, 0.262, -0.925, 0.237, 0.256, 0.266, -0.923, 0.264, 0.246, 0.242, -0.641, 0.791, -0.651, 0.000, 0.687, -0.643, -0.950, -0.033, -0.176, -0.221, -0.214, -0.184, -0.225, -0.029, -0.204, -0.196, -0.232, -0.139, -0.247, 0.419, 0.215, 0.215, 0.224, 0.222, 0.222, 0.230, 0.221, 0.222, 0.203, 0.215

Record 2
# C63H45N8O2Ti

C63H45N8O2Ti as an isolated structure (ωB97M-V/def2-TZVPD, OMol25).

Results
Expectation value of S²   2.18
HOMO energy (alpha / beta)   -2.26 / -3.54 eV
Gap between HOMO and LUMO (alpha / beta)   3.77 / 5.03 eV
Electronic energy   -3865.79329 hartree

Structure (ORCA input):
```
! wB97M-V def2-TZVPD RIJCOSX def2/J DEFGRID3
* xyz -1 3
Ti 0.6291 -0.0631 1.1477
C -4.3202 -4.3309 5.3006
C -4.7442 -3.7320 4.1231
C -3.9915 -2.7451 3.5137
C -2.7778 -2.2701 4.0594
C -2.3504 -2.9400 5.2283
C -3.1023 -3.9314 5.8306
C -1.9141 -1.3006 3.3845
C -2.1869 -0.8324 2.0463
C -3.4456 -0.4951 1.5271
C -3.3133 -0.3784 0.1541
C -1.9539 -0.5976 -0.1463
C -1.4088 -0.8382 -1.4148
C -2.3647 -1.2300 -2.4733
C -2.2741 -2.5240 -2.9973
C -3.2346 -3.0128 -3.8678
C -4.3260 -2.2244 -4.2095
C -4.4224 -0.9382 -3.7041
C -3.4374 -0.4323 -2.8696
C -0.0240 -0.9964 -1.6180
N 0.9373 -1.0605 -0.6128
C 2.1444 -1.2963 -1.2399
C 3.4170 -1.4094 -0.5848
C 4.4557 -2.2821 -1.1255
C 4.1568 -3.2382 -2.1244
C 5.1147 -4.0883 -2.6428
C 6.4200 -4.0688 -2.1688
C 6.7195 -3.2118 -1.1199
C 5.7661 -2.3539 -0.6030
C 3.5919 -0.6792 0.6238
C 4.7815 -0.0395 1.0666
C 4.5437 0.4428 2.3275
C 3.2099 0.1044 2.6499
N 2.6074 -0.5245 1.5704
C 2.6563 0.2211 3.9306
C 1.3327 -0.0864 4.1957
C 0.7606 -0.1368 5.4989
C -0.4981 -0.6363 5.3545
C -0.7058 -0.8741 3.9580
N 0.4085 -0.5031 3.2517
C 3.6115 0.2804 5.0733
C 3.7575 1.3604 5.9350
C 4.6512 1.3002 6.9974
C 5.4183 0.1665 7.2080
C 5.2910 -0.9161 6.3457
C 4.3908 -0.8591 5.2962
C 1.9522 -1.3057 -2.6360
C 0.6031 -1.1281 -2.8725
N -1.2438 -0.7901 1.0329
H -4.9028 -5.1156 5.7663
H -5.6662 -4.0541 3.6533
H -4.3339 -2.3742 2.5652
H -1.3806 -2.7191 5.6468
H -2.7206 -4.4214 6.7191
H -4.3353 -0.2994 2.1025
H -4.0903 -0.1543 -0.5543
H -1.4453 -3.1502 -2.6931
H -3.1436 -4.0185 -4.2603
H -5.0845 -2.6071 -4.8815
H -5.2713 -0.3215 -3.9691
H -3.4840 0.5968 -2.5338
H 3.1423 -3.3330 -2.4761
H 4.8345 -4.7977 -3.4129
H 7.1727 -4.7258 -2.5856
H 7.7115 -3.2269 -0.6829
H 6.0470 -1.7461 0.2388
H 5.6646 0.1295 0.4755
H 5.2106 0.9909 2.9735
H 1.2462 0.1720 6.4105
H -1.2355 -0.7675 6.1287
H 3.1862 2.2648 5.7630
H 4.7546 2.1476 7.6644
H 6.1185 0.1279 8.0331
H 5.8950 -1.8029 6.4927
H 4.2775 -1.7030 4.6272
H 2.7435 -1.3372 -3.3660
H 0.0981 -1.0547 -3.8225
C -4.5598 1.1704 -8.4988
O -3.3585 0.6887 -7.9493
C -2.5573 1.5801 -7.3063
C -2.7320 2.9552 -7.3566
C -1.8304 3.7850 -6.7152
C -0.7736 3.2703 -5.9666
C -0.6199 1.8750 -5.9078
C -1.4839 1.0488 -6.5902
N 0.1554 4.1910 -5.4708
N 0.9269 4.0452 -4.4987
C 0.8280 3.3058 -3.3243
C 2.0495 2.8736 -2.8392
C 2.1996 2.2297 -1.6249
C 1.1277 1.9952 -0.7884
O 1.2894 1.3928 0.3878
C -0.1635 2.4641 -1.2133
N -1.1801 2.2991 -0.3448
C -2.3431 2.8284 -0.6283
C -2.5858 3.5727 -1.7889
C -1.5769 3.7215 -2.7060
C -0.3198 3.1357 -2.4695
H -5.1026 0.2954 -8.8506
H -4.3834 1.8468 -9.3416
H -5.1698 1.6950 -7.7556
H -3.5518 3.3971 -7.9068
H -1.9441 4.8606 -6.7709
H 0.2078 1.4515 -5.3533
H -1.3552 -0.0255 -6.5713
H 2.9093 3.0246 -3.4792
H 3.1764 1.8958 -1.2980
H -3.1247 2.6751 0.1098
H -3.5467 4.0432 -1.9511
H -1.7483 4.3111 -3.5930
C -2.2947 2.8320 5.1167
C -1.4269 3.4837 4.0337
C -0.8773 2.5131 3.1027
N -0.4408 1.7519 2.3705
H -2.4954 3.5596 5.9024
H -1.7871 1.9724 5.5519
H -3.2444 2.4968 4.7029
H -0.5832 4.0037 4.4919
H -2.0070 4.2139 3.4661
*
```

These are the Mulliken partial charges, in e, on atoms 1 to 99: -1.140, -0.410, -1.009, -0.465, 1.480, -0.586, -1.019, 0.316, -0.433, -1.649, -0.913, 0.491, 0.394, 0.272, -0.168, -0.956, -0.515, -1.075, 0.182, -0.154, 0.395, 0.060, 0.127, 1.489, -0.503, -0.898, -0.398, -1.059, -0.471, 0.431, -1.410, -1.305, 1.314, 0.231, 0.408, 0.746, -1.501, -1.890, 0.161, 0.478, -1.067, 0.076, -0.771, -0.346, -0.904, 0.190, -1.988, -0.907, 0.911, 0.366, 0.390, 0.444, 0.439, 0.373, 0.820, 0.662, 0.418, 0.397, 0.388, 0.409, 0.541, 0.423, 0.369, 0.370, 0.380, 0.452, 0.764, 0.668, 0.558, 0.891, 0.436, 0.373, 0.374, 0.374, 0.492, 0.656, 1.073, -0.910, -0.426, 0.917, -0.348, -0.582, -0.215, -0.049, -0.555, -0.663, -0.405, 0.268, -0.369, -0.697, 0.268, 0.064, -0.158, 0.143, -0.158, -1.303, -0.736, 1.188, 0.250

Record 3
# C15H11F3NO4S

An isolated ion of composition C15H11F3NO4S and charge -1 (ωB97M-V/def2-TZVPD, OMol25).

Results
HOMO energy   -5.35 eV
Gap between HOMO and LUMO   8.27 eV
Structure (SMILES)   Cc1ccc([S@@](=O)([O-])=NC(=O)Oc2ccc(C(F)(F)F)cc2)cc1
Electronic energy   -1631.80912 hartree

Structure (ORCA input):
```
! wB97M-V def2-TZVPD RIJCOSX def2/J DEFGRID3
* xyz -1 1
F -5.4044 4.3857 -3.6788
C -4.8922 3.1751 -4.0421
F -5.9324 2.3502 -4.3523
F -4.1804 3.3745 -5.2039
C -3.9999 2.5925 -2.9703
C -3.8543 1.2127 -2.8911
C -2.9263 0.6812 -1.9898
C -2.1613 1.5363 -1.1813
O -1.2427 0.9869 -0.2833
C -2.3528 2.9245 -1.2527
C -3.2759 3.4584 -2.1589
H -4.4765 0.5494 -3.4952
H -2.8197 -0.4005 -1.8950
H -1.7901 3.5915 -0.5989
H -3.4464 4.5354 -2.2064
C 4.0930 -2.8743 4.8474
C 3.4704 -2.4557 3.5405
C 4.2628 -1.8167 2.5823
C 3.7142 -1.3936 1.3724
C 2.3640 -1.6407 1.1070
S 1.7291 -1.2233 -0.5128
N 0.4511 -0.3884 -0.0040
C -0.0127 0.6175 -0.8035
O 0.4636 1.1746 -1.7875
O 2.7928 -0.4450 -1.1119
O 1.3157 -2.4626 -1.1513
C 1.5530 -2.2721 2.0496
C 2.1162 -2.6817 3.2645
H 3.3608 -3.3665 5.4945
H 4.9274 -3.5682 4.6757
H 4.5155 -2.0134 5.3869
H 5.3251 -1.6398 2.7659
H 4.3205 -0.8728 0.6379
H 0.5025 -2.4390 1.8400
H 1.4903 -3.1918 4.0067
*
```

Formally, the natural (NBO) partial charges of the atoms, in units of the elementary charge, are as follows: -0.334, 0.981, -0.333, -0.337, -0.194, -0.188, -0.192, 0.320, -0.532, -0.236, -0.174, 0.223, 0.227, 0.228, 0.223, -0.623, -0.034, -0.230, -0.176, -0.332, 2.308, -0.984, 0.855, -0.664, -0.970, -0.970, -0.107, -0.250, 0.207, 0.210, 0.211, 0.198, 0.243, 0.227, 0.198

Record 4
# C48H44N5P2Se2V

C48H44N5P2Se2V as an isolated structure (ωB97M-V/def2-TZVPD, OMol25).

Results
Expectation value of S²   3.76
HOMO energy (alpha / beta)   -9.36 / -9.49 eV
Gap between HOMO and LUMO (alpha / beta)   7.09 / 7.04 eV
Energy above the lowest of the compared OMol25 structures with the same formula, charge and spin   0.0 kcal/mol
Electronic energy   -8558.83432 hartree

Structure (ORCA input):
```
! wB97M-V def2-TZVPD RIJCOSX def2/J DEFGRID3
* xyz 1 4
V -15.5856 -13.6460 -12.0805
C -15.0485 -15.8815 -14.0604
N -14.2193 -15.0284 -13.2311
C -13.4537 -14.0669 -14.0893
C -14.4369 -13.1248 -14.7203
C -14.3402 -12.6767 -16.0300
C -15.3581 -11.9194 -16.5979
C -16.4599 -11.5961 -15.8266
C -16.4350 -12.0525 -14.5197
N -15.4722 -12.7651 -13.9530
C -13.4137 -15.7098 -12.2210
C -12.8724 -14.6876 -11.2312
C -11.6565 -14.7702 -10.5634
C -11.2714 -13.7590 -9.6889
C -12.1160 -12.6966 -9.4576
C -13.2814 -12.6451 -10.1931
N -13.6453 -13.5863 -11.0845
C -16.4790 -15.9868 -13.5944
C -17.1857 -17.1239 -14.0285
C -18.5541 -17.2390 -13.8567
C -19.1732 -16.2269 -13.1722
C -18.4053 -15.1229 -12.8092
N -17.0951 -14.9471 -13.0306
H -14.5572 -16.8566 -14.1195
H -15.1178 -15.4268 -15.0615
H -12.8719 -14.6194 -14.9129
H -12.7137 -13.5357 -13.4702
H -13.4921 -13.0417 -16.5966
H -15.2809 -11.5723 -17.6304
H -17.2968 -11.0146 -16.1508
H -17.3042 -11.8474 -13.9125
H -12.5843 -16.2456 -12.7013
H -14.0489 -16.4323 -11.7371
H -11.0085 -15.6292 -10.6717
H -10.3266 -13.8572 -9.1720
H -11.9075 -11.8893 -8.7426
H -14.0419 -11.9075 -10.0536
H -16.6311 -17.9264 -14.5264
H -19.0644 -18.0998 -14.2562
H -20.2485 -16.1984 -12.9811
H -18.8669 -14.3467 -12.2408
Se -16.4034 -15.3472 -10.1150
P -16.4700 -14.5527 -8.0752
Se -16.9509 -12.5089 -7.9302
C -15.0046 -15.0104 -7.0660
C -14.0754 -15.9557 -7.5011
C -13.0793 -16.3936 -6.6354
C -12.9548 -15.9057 -5.3499
C -13.8751 -14.9780 -4.9029
C -14.8745 -14.5037 -5.7580
C -17.8355 -15.6011 -7.3887
C -18.9972 -15.0243 -6.9132
C -20.0281 -15.8756 -6.5408
C -19.9040 -17.2390 -6.5690
C -18.6718 -17.8121 -6.9715
C -17.6598 -16.9825 -7.3955
H -14.1913 -16.3339 -8.5175
H -12.4191 -17.1427 -7.0406
H -12.1324 -16.1902 -4.7180
H -13.8576 -14.6324 -3.8996
H -15.5167 -13.7262 -5.3812
H -19.1218 -13.9426 -6.8767
H -21.0000 -15.4569 -6.2130
H -20.7347 -17.8900 -6.2814
H -18.5679 -18.8844 -6.9537
H -16.7125 -17.3890 -7.7073
N -16.7897 -11.9104 -11.2662
C -17.1330 -10.5961 -11.8251
C -18.4735 -10.3735 -12.1645
C -18.8756 -9.0992 -12.5486
C -17.9506 -8.0767 -12.7058
C -16.6174 -8.3391 -12.4753
C -16.2038 -9.5713 -12.0166
P -14.4105 -10.0024 -11.7975
C -13.7118 -9.7156 -13.4780
C -12.4438 -10.2761 -13.5960
C -11.7530 -10.2000 -14.7863
C -12.3255 -9.6006 -15.9071
C -13.5412 -8.9682 -15.7898
C -14.2350 -9.0428 -14.5844
C -13.6516 -8.6203 -10.8034
C -12.5471 -7.8540 -11.2241
C -11.9902 -6.9224 -10.3691
C -12.5127 -6.7061 -9.1028
C -13.5828 -7.4860 -8.6729
C -14.1609 -8.4072 -9.5240
H -17.6395 -12.2834 -10.8429
H -16.1934 -11.7231 -10.4617
H -19.1949 -11.1605 -12.0199
H -19.9313 -8.9434 -12.6792
H -18.2331 -7.0451 -12.8911
H -15.8379 -7.5866 -12.5224
H -11.9523 -10.7937 -12.7570
H -10.7533 -10.6221 -14.8576
H -11.7667 -9.6362 -16.8146
H -13.9504 -8.4074 -16.6013
H -15.1833 -8.5415 -14.5348
H -12.1207 -7.9885 -12.1952
H -11.1341 -6.3544 -10.7320
H -12.0784 -5.9757 -8.4666
H -13.9859 -7.3841 -7.6904
H -15.0276 -8.9898 -9.1619
*
```

These are the Mulliken partial charges, in e, on atoms 1 to 99: 0.519, -1.332, 0.520, -1.314, 0.710, -0.982, -0.778, -1.376, -0.499, 1.480, -1.326, 0.550, -1.162, -0.717, -1.339, -0.788, 1.834, 0.813, -1.143, -0.545, -0.948, -0.409, 0.675, 0.575, 0.385, 0.492, 0.366, 0.538, 0.428, 0.598, 0.544, 0.532, 0.525, 0.537, 0.473, 0.572, 0.758, 0.460, 0.458, 0.449, 0.494, -0.181, 0.410, -0.410, 0.415, 0.119, -0.666, -0.562, -0.605, -0.770, 0.801, -0.522, -0.522, -0.480, -0.736, -0.352, 0.245, 0.394, 0.414, 0.440, 0.389, 0.293, 0.329, 0.378, 0.405, 0.351, 0.894, -1.238, -0.537, -0.788, -0.938, -0.215, 0.698, 1.238, 0.441, -0.716, -0.749, -0.689, -0.756, -0.469, 0.635, -0.412, -0.591, -0.613, -0.656, -0.600, 0.226, -0.598, 0.569, 0.466, 0.430, 0.559, 0.393, 0.427, 0.453, 0.477, 0.432, 0.382, 0.398

> The lowest electronic energy belongs to which entry?

C48H44N5P2Se2V

> Which of these has the highest electronic energy?

C15H11F3NO4S

> Among the records above, which one has the highest electronic energy?

C15H11F3NO4S

> Which value of electronic energy does entry 4 give?

-8558.83432 hartree